Entry from OMol25: a molecular structure, C22H52ClFN2NbO9P2S at a distorted geometry (ωB97M-V with the def2-TZVPD basis set).

Values from the calculation:
* gap between HOMO and LUMO: 6.425 eV
* net charge: -1

Geometry as XYZ:
```
91
Properties=species:S:1:pos:R:3:lowdin_charge:R:1
C 4.356 1.464 5.510 -0.054
C 3.627 1.099 4.602 -0.339
Nb 2.173 0.200 3.132 1.465
C 3.923 -0.122 1.765 -0.325
C 0.816 -0.517 1.512 -0.322
C 1.027 -1.964 1.041 -0.484
C 0.379 -2.136 -0.336 -0.042
F 0.394 -2.850 1.893 -0.043
P 1.874 2.593 2.182 0.559
P -0.159 3.163 1.764 0.145
O -0.138 4.321 0.865 -0.379
O -1.004 3.642 3.070 -0.211
O -1.027 2.002 1.059 -0.197
C 0.535 0.403 4.741 -0.805
Cl 0.663 2.053 5.509 0.488
C -0.891 0.088 4.337 -0.386
C -1.952 0.297 5.426 -0.130
S 2.583 -2.188 4.054 0.440
C 1.174 -2.971 4.864 -0.210
O 3.537 -1.952 5.137 -0.448
O 3.194 -3.075 3.068 -0.437
H 4.671 1.756 6.472 -0.010
H 3.748 -0.865 0.984 -0.018
H 4.191 0.810 1.269 -0.031
H 4.804 -0.458 2.312 -0.010
H 1.046 0.092 0.637 0.036
H -0.258 -0.400 1.667 0.041
H 2.077 -2.200 0.910 0.096
H 0.688 -3.054 -0.833 0.048
H 0.625 -1.302 -0.984 0.077
H -0.701 -2.081 -0.208 0.082
H 2.237 3.441 3.247 -0.152
H -1.565 2.921 3.381 0.038
H -1.905 2.366 0.881 0.051
H 0.800 -0.264 5.562 0.013
H -0.952 -0.946 4.008 0.081
H -1.151 0.683 3.461 0.056
H -1.597 0.076 6.428 0.067
H -2.783 -0.381 5.224 0.063
H -2.377 1.294 5.401 0.052
H 1.341 -4.038 4.978 0.056
H 1.126 -2.556 5.865 0.043
H 0.241 -2.802 4.339 0.025
C -5.552 7.936 -2.048 -0.115
O -6.492 6.891 -1.877 -0.197
C -6.614 6.035 -3.007 -0.222
C -6.088 4.650 -2.694 -0.220
N -4.639 4.662 -2.540 -0.049
C -4.081 3.419 -2.009 -0.193
C -4.468 3.016 -0.588 -0.225
O -3.963 3.881 0.413 -0.188
C -4.769 5.007 0.704 -0.090
H -5.629 8.594 -1.184 0.088
H -4.528 7.551 -2.101 0.082
H -5.770 8.517 -2.949 0.085
H -6.117 6.456 -3.886 0.121
H -7.682 5.958 -3.234 0.119
H -6.355 3.972 -3.510 0.122
H -6.593 4.304 -1.782 0.105
H -4.384 5.415 -1.914 0.071
H -2.994 3.524 -2.038 0.124
H -4.337 2.602 -2.691 0.118
H -4.007 2.041 -0.399 0.117
H -5.548 2.870 -0.468 0.110
H -5.833 4.798 0.567 0.088
H -4.476 5.866 0.095 0.075
H -4.597 5.276 1.746 0.091
C 5.985 -3.965 -5.082 -0.115
O 4.889 -4.694 -5.605 -0.197
C 4.887 -6.070 -5.244 -0.222
C 3.733 -6.381 -4.314 -0.221
N 3.935 -5.775 -3.004 -0.049
C 2.765 -5.831 -2.130 -0.191
C 1.518 -5.062 -2.558 -0.222
O 1.675 -3.655 -2.550 -0.218
C 2.209 -3.099 -3.739 -0.085
H 5.955 -2.967 -5.517 0.088
H 5.923 -3.871 -3.994 0.082
H 6.935 -4.435 -5.354 0.086
H 5.841 -6.371 -4.802 0.121
H 4.753 -6.641 -6.168 0.118
H 3.650 -7.466 -4.197 0.121
H 2.815 -6.018 -4.795 0.105
H 4.188 -4.804 -3.132 0.070
H 3.078 -5.440 -1.159 0.125
H 2.496 -6.881 -1.973 0.117
H 0.742 -5.275 -1.816 0.121
H 1.120 -5.402 -3.522 0.110
H 1.921 -3.669 -4.626 0.088
H 3.298 -3.022 -3.683 0.074
H 1.816 -2.086 -3.834 0.090
```

---

Entry from OMol25: 11 unconnected molecules or ions with the total composition C25H51Br20IN at a distorted geometry (ωB97M-V with the def2-TZVPD basis set).

Values from the calculation:
* gap between HOMO and LUMO: 4.051 eV
* net charge: -1

Geometry as XYZ:
```
98
Properties=species:S:1:pos:R:3:lowdin_charge:R:1
C 4.279 -4.863 -1.537 -0.130
C 4.371 -3.362 -1.971 -0.373
N 3.614 -2.540 -1.044 -0.175
C 2.440 -2.050 -1.617 -0.863
I 2.217 0.080 -1.035 0.567
C 1.192 -2.861 -1.144 -0.297
C 0.773 -3.911 -2.202 -0.140
H 3.459 -5.377 -2.045 0.043
H 5.210 -5.390 -1.788 0.044
H 4.120 -4.877 -0.460 0.032
H 4.033 -3.288 -3.019 0.084
H 5.429 -3.057 -1.893 0.073
H 2.476 -2.080 -2.719 0.048
H 1.537 -3.412 -0.272 0.077
H 0.358 -2.193 -0.897 0.047
H 1.247 -4.873 -1.990 -0.009
H 1.112 -3.606 -3.196 0.063
H -0.305 -4.074 -2.212 0.046
Br -0.687 1.663 -3.987 0.570
C -1.226 2.343 -2.245 -0.748
C -1.984 1.310 -1.460 -0.682
Br -3.815 1.134 -2.122 0.620
H -1.800 3.243 -2.427 -0.006
H -0.300 2.604 -1.737 -0.077
H -2.085 1.604 -0.418 0.004
H -1.527 0.327 -1.513 0.043
Br 2.606 -8.117 0.776 0.584
C 1.272 -6.709 0.952 -0.674
C -0.084 -7.179 0.492 -0.683
Br -0.211 -7.231 -1.450 0.641
H 1.641 -5.850 0.397 0.036
H 1.249 -6.469 2.013 0.059
H -0.858 -6.482 0.807 0.057
H -0.328 -8.174 0.851 0.041
Br -0.612 0.735 2.078 0.605
C -1.012 2.375 3.053 -0.714
C -0.376 3.575 2.403 -0.690
Br 1.531 3.658 2.786 0.599
H -0.682 2.232 4.071 -0.051
H -2.098 2.461 3.035 0.058
H -0.790 4.494 2.814 0.059
H -0.483 3.583 1.321 0.014
Br -0.034 0.360 5.831 0.686
C -1.225 0.219 7.361 -0.681
C -2.588 0.773 7.042 -0.667
Br -2.581 2.722 7.031 0.633
H -0.741 0.729 8.189 0.002
H -1.290 -0.845 7.582 0.061
H -3.305 0.492 7.811 0.056
H -2.957 0.457 6.071 0.053
Br -6.333 6.685 -1.029 0.593
C -5.006 6.057 -2.309 -0.699
C -4.506 4.681 -1.959 -0.745
Br -3.246 4.741 -0.476 0.659
H -4.216 6.800 -2.334 0.052
H -5.519 6.041 -3.267 0.037
H -3.948 4.255 -2.792 0.028
H -5.298 3.997 -1.674 -0.002
Br 6.254 -6.575 1.380 0.621
C 7.039 -8.323 1.708 -0.706
C 7.653 -8.894 0.458 -0.702
Br 6.292 -9.571 -0.759 0.593
H 6.253 -8.951 2.116 0.046
H 7.802 -8.161 2.468 0.052
H 8.278 -9.753 0.696 0.051
H 8.236 -8.165 -0.095 0.048
Br -1.684 3.920 -7.675 0.594
C -0.932 2.657 -8.952 -0.688
C -0.828 1.290 -8.333 -0.698
Br 0.640 1.172 -7.067 0.600
H 0.022 3.061 -9.275 0.049
H -1.622 2.640 -9.794 0.055
H -0.626 0.534 -9.089 0.055
H -1.725 1.021 -7.784 0.045
Br 1.521 4.107 -1.118 0.657
C 3.382 4.422 -1.580 -0.659
C 3.997 5.480 -0.705 -0.690
Br 3.425 7.270 -1.223 0.580
H 3.406 4.675 -2.635 0.053
H 3.877 3.464 -1.427 0.055
H 5.080 5.483 -0.814 0.056
H 3.740 5.359 0.343 0.041
Br -3.168 1.336 11.942 0.594
C -2.218 3.036 11.972 -0.694
C -1.418 3.242 10.714 -0.698
Br 0.206 2.168 10.713 0.622
H -1.606 3.039 12.868 0.048
H -2.992 3.796 12.060 0.057
H -1.080 4.273 10.639 0.061
H -1.969 2.977 9.818 -0.020
Br -7.312 3.386 -3.716 0.654
C -6.530 2.158 -5.011 -0.673
C -5.198 2.647 -5.512 -0.692
Br -5.394 4.092 -6.805 0.581
H -7.260 2.035 -5.805 0.048
H -6.413 1.218 -4.477 0.052
H -4.680 1.854 -6.047 0.061
H -4.557 3.019 -4.719 0.019
```

---

Entry from OMol25: 2 unconnected molecules or ions with the total composition C3H10O2S2 at a distorted geometry (ωB97M-V with the def2-TZVPD basis set).

Values from the calculation:
* gap between HOMO and LUMO: 8.674 eV
* energy relative to the best compared isomer or geometry (same formula, charge and spin): 203.8 kJ/mol

Geometry as XYZ:
```
17
Properties=species:S:1:pos:R:3:lowdin_charge:R:1
O 1.384 0.793 0.893 -0.116
C 1.379 2.013 0.133 -0.196
C -0.136 2.043 -0.439 -0.285
C -0.360 0.932 -1.354 -0.545
S -1.785 -0.120 -0.752 0.393
S -1.095 -1.542 0.474 0.280
H 1.564 0.194 0.164 0.047
H 1.514 2.854 0.761 0.094
H 2.137 1.801 -0.710 0.145
H -1.065 2.248 0.240 0.133
H -0.169 2.983 -1.086 0.115
H -0.763 1.156 -2.431 0.113
H 0.405 0.184 -1.466 0.050
H -2.118 -2.516 0.519 -0.112
O -0.305 -4.676 1.505 -0.125
H -0.522 -3.805 1.074 -0.063
H -0.065 -4.541 2.474 0.072
```

---

Entry from OMol25: a molecular structure, C38H29F7N8OSeTa at a distorted geometry (ωB97M-V with the def2-TZVPD basis set).

Values from the calculation:
* gap between HOMO and LUMO: 5.810 eV
* net charge: +1
* energy relative to the best compared isomer or geometry (same formula, charge and spin): 100.7 kJ/mol

Geometry as XYZ:
```
85
Properties=species:S:1:pos:R:3:lowdin_charge:R:1
Ta -0.249 -0.215 0.145 1.696
C -3.327 -0.351 5.192 -0.068
C -1.945 -0.407 5.284 -0.053
C -1.153 -0.093 4.189 -0.008
C -1.746 0.230 2.978 -0.334
C -3.133 0.305 2.887 -0.073
C -3.918 0.026 3.995 -0.069
N -0.956 0.707 1.859 -0.119
C -0.958 2.099 1.844 -0.207
C -1.692 2.930 2.724 0.023
C -1.607 4.296 2.621 -0.032
C -0.796 4.932 1.669 -0.060
C -0.046 4.166 0.819 -0.004
C -0.139 2.769 0.908 -0.234
N 0.656 1.913 0.178 -0.065
N 1.538 2.409 -0.569 0.091
C 2.487 1.490 -1.049 -0.335
C 3.528 2.012 -1.807 0.011
C 4.512 1.140 -2.243 -0.032
C 4.405 -0.194 -1.886 -0.019
C 3.319 -0.613 -1.126 -0.080
N 2.360 0.206 -0.711 0.085
H -3.941 -0.584 6.052 0.113
H -1.475 -0.671 6.222 0.112
H -0.081 -0.075 4.290 0.089
H -3.586 0.630 1.961 0.118
H -4.995 0.104 3.918 0.118
H -2.327 2.498 3.480 0.116
H -2.188 4.903 3.303 0.119
H -0.757 6.011 1.625 0.111
H 0.618 4.609 0.092 0.110
H 3.550 3.073 -2.012 0.120
H 5.343 1.496 -2.835 0.119
H 5.142 -0.923 -2.188 0.116
H 3.226 -1.660 -0.865 0.108
C 2.850 0.951 5.184 -0.067
C 2.651 1.705 4.038 -0.059
C 2.216 1.099 2.870 -0.030
C 1.985 -0.269 2.859 -0.259
C 2.194 -1.039 4.002 -0.034
C 2.626 -0.419 5.162 -0.064
N 1.511 -0.897 1.656 -0.040
N 1.972 -2.047 1.514 0.108
C 1.541 -2.733 0.377 -0.387
C 2.114 -3.987 0.149 -0.009
C 1.783 -4.657 -1.011 -0.056
C 0.899 -4.066 -1.911 -0.049
C 0.333 -2.826 -1.654 -0.130
C 0.637 -2.112 -0.497 -0.432
H 3.180 1.432 6.094 0.110
H 2.837 2.771 4.052 0.111
H 2.080 1.690 1.980 0.086
H 1.989 -2.099 3.980 0.118
H 2.777 -1.009 6.056 0.113
H 2.801 -4.402 0.874 0.122
H 2.202 -5.632 -1.217 0.111
H 0.631 -4.596 -2.816 0.112
H -0.393 -2.429 -2.352 0.087
F -2.222 -0.278 -1.635 -0.082
C -1.857 0.883 -0.924 -0.391
F -2.945 1.199 -0.148 -0.027
H -1.777 1.708 -1.636 0.106
C -0.020 2.675 -4.539 -0.046
N 0.170 1.971 -3.284 0.053
C 0.011 0.650 -3.123 -0.550
N -0.368 -0.079 -4.183 0.241
O 0.238 0.071 -2.029 -0.173
H 0.064 3.741 -4.352 0.096
H -1.019 2.494 -4.940 0.095
H 0.732 2.393 -5.279 0.097
H 0.524 2.477 -2.488 0.109
H -0.582 0.323 -5.077 0.109
H -0.574 -1.049 -4.025 0.115
F -7.070 -2.815 3.229 0.146
C -5.846 -2.665 2.743 -0.137
C -4.748 -3.127 3.455 -0.150
F -4.919 -3.708 4.638 0.135
C -3.479 -2.947 2.936 -0.271
F -2.442 -3.362 3.668 0.083
C -3.254 -2.315 1.720 -0.423
Se -1.455 -2.321 1.045 0.985
C -4.369 -1.886 1.018 -0.254
F -4.238 -1.302 -0.170 0.095
C -5.653 -2.046 1.517 -0.138
F -6.700 -1.615 0.817 0.133
```

---

| no. | HOMO (eV) |
| --- | --- |
| 1 | -5.19 |
| 2 | -2.51 |
| 3 | -8.18 |
| 4 | -10.40 |